a | A single C4H6OS molecule, computed with the ωB97M-V functional and the def2-TZVPD basis.

HOMO-LUMO gap in eV: 9.89

Geometry (Å):
1 C -0.187 -0.780 0.985
2 H -2.242 -1.579 0.986
3 O -0.319 -1.983 0.290
4 H -0.058 -0.316 -1.741
5 H 1.804 0.107 0.628
6 C 0.707 0.230 -1.212
7 H -0.039 -0.894 2.058
8 S 0.249 1.758 -0.283
9 H -1.735 -0.612 -0.550
10 C 0.793 0.115 0.274
11 H 1.651 0.278 -1.742
12 C -1.449 -1.106 0.380

=====

b | A single C4H6OS molecule, computed with the ωB97M-V functional and the def2-TZVPD basis.

HOMO-LUMO gap in eV: 9.21

Geometry (Å):
1 S 1.599 0.942 -1.652
2 C -0.309 -0.168 -0.091
3 C -0.509 0.725 1.179
4 C 0.613 -0.413 1.203
5 H -0.907 -1.253 -0.107
6 O -0.249 -0.389 -2.375
7 H 0.672 -1.472 1.707
8 H -0.042 1.743 0.947
9 H -1.290 -0.394 -2.164
10 C 0.375 0.081 -1.318
11 H -1.497 0.599 1.645
12 H 1.544 -0.001 1.026

=====

c | A single C4H6OS molecule, computed with the ωB97M-V functional and the def2-TZVPD basis.

HOMO-LUMO gap in eV: 8.57

Geometry (Å):
1 C -1.443 0.781 1.183
2 C 0.615 -0.345 0.235
3 H 2.168 -1.469 -0.731
4 H 1.479 -0.154 -1.736
5 C -0.524 0.642 0.000
6 H 0.546 -1.637 -1.481
7 O 0.985 -0.637 1.349
8 S -3.032 1.012 1.105
9 H -0.940 0.710 2.133
10 H -1.086 0.416 -0.889
11 C 1.249 -0.932 -0.995
12 H -0.018 1.614 -0.172

=====

Energy ordering: c at the bottom, the next structure 120.6 kJ/mol above.

=====

a | A single C5H13NSi molecule, computed with the ωB97M-V functional and the def2-TZVPD basis.

HOMO-LUMO gap in eV: 9.68

Geometry (Å):
1 H -2.160 3.039 0.558
2 C -1.665 2.168 -0.103
3 C -2.133 -1.529 -0.194
4 C -0.718 -1.549 0.461
5 H 1.992 -0.455 1.222
6 N 1.979 -0.414 0.230
7 H -2.773 -0.902 0.409
8 H 2.664 1.252 -0.798
9 H 3.930 -0.068 -0.625
10 H -2.118 1.692 -0.911
11 H 3.416 0.802 0.641
12 H -1.949 -0.956 -1.181
13 H 0.258 -0.503 -1.857
14 H -2.534 -2.607 -0.492
15 H -0.178 -2.457 0.487
16 C -0.529 1.647 0.279
17 H 0.059 2.091 1.134
18 H -0.987 -1.301 1.414
19 C 3.081 0.382 -0.223
20 Si 0.363 -0.331 -0.452

=====

b | 2 unconnected molecules or ions with the total composition C5H13NSi, computed with the ωB97M-V functional and the def2-TZVPD basis.

HOMO-LUMO gap (alpha / beta) in eV: 7.63 / 7.62

Geometry (Å):
1 H 2.116 0.114 1.482
2 H -2.279 2.034 1.466
3 N 0.763 -0.943 0.276
4 H 1.364 -0.994 -1.783
5 H -1.576 -2.877 -0.232
6 C -1.808 2.212 0.521
7 C -2.065 -1.907 -0.289
8 H -2.464 2.480 -0.285
9 H 2.533 -1.581 1.158
10 H 2.635 1.011 -1.051
11 H -2.677 -1.875 -1.183
12 H -0.881 2.750 0.557
13 C 0.931 -0.309 -1.052
14 H 1.173 1.679 -0.302
15 H 1.204 -1.188 2.270
16 H -2.722 -1.807 0.569
17 Si -0.786 -0.518 -0.293
18 H 1.289 1.547 -2.060
19 C 1.547 1.065 -1.118
20 C 1.703 -0.892 1.348

=====

Energy ordering: a at the bottom, the next structure 96.8 kJ/mol above.

=====

a | A single C2H5ClFN molecule, computed with the ωB97M-V functional and the def2-TZVPD basis.

HOMO-LUMO gap in eV: 10.82

Geometry (Å):
1 H 1.555 1.106 -0.566
2 Cl -2.509 -0.033 -0.224
3 H -0.815 0.518 1.317
4 F -0.598 1.394 -0.254
5 H 2.131 -0.147 0.650
6 H -0.238 -1.602 0.339
7 H -0.310 -0.924 -1.105
8 N 1.624 -0.026 -0.298
9 C 0.110 -0.630 -0.182
10 C -0.950 0.345 0.323

=====

b | A single C2H5ClFN molecule, computed with the ωB97M-V functional and the def2-TZVPD basis.

HOMO-LUMO gap in eV: 10.84

Geometry (Å):
1 F -0.945 1.567 -0.044
2 H 1.593 1.545 -0.022
3 N 2.032 -0.519 0.206
4 H 2.489 -0.962 -0.599
5 H 1.118 0.505 -1.392
6 Cl -1.079 -1.000 -0.089
7 H 1.461 -1.178 0.641
8 C 1.204 0.560 -0.301
9 H -0.139 0.541 1.461
10 C -0.188 0.452 0.363

=====

Energy ordering: b at the bottom, the next structure 212.8 kJ/mol above.